A cluster of 2 separate species, C6H16 in total. Source: the OMol25 dataset; level of theory: ωB97M-V/def2-TZVPD.

Each atom is followed by the atoms it is bonded to, with distances in Å.
Geometry (Å):
1 C -1.396 0.259 0.446  C2 1.553, C3 1.534, C4 1.508, H5 1.110
2 C -2.819 0.782 0.782  C1 1.553, H6 1.080, H7 1.130, H14 1.122
3 C -0.461 0.633 1.603  C1 1.534, H8 1.028, H9 1.053, H10 1.055
4 C -1.399 -1.245 0.336  C1 1.508, H11 1.049, H12 1.050, H13 1.157
5 H -0.998 0.743 -0.469  C1 1.110
6 H -3.130 1.794 0.569  C2 1.080
7 H -3.064 0.603 1.871  C2 1.130
8 H -0.972 0.335 2.443  C3 1.028
9 H 0.499 0.200 1.600  C3 1.053
10 H -0.342 1.675 1.720  C3 1.055
11 H -0.648 -1.628 -0.289  C4 1.049
12 H -1.548 -1.724 1.258  C4 1.050
13 H -2.386 -1.585 -0.162  C4 1.157
14 H -3.495 0.180 0.119  C2 1.122
15 C 2.511 0.288 -0.869  C16 1.530, H17 1.109, H18 1.106, H19 1.123
16 C 3.068 -0.566 -2.010  C15 1.530, H20 1.000, H21 1.131, H22 1.071
17 H 1.991 1.186 -1.258  C15 1.109
18 H 1.812 -0.365 -0.313  C15 1.106
19 H 3.282 0.651 -0.138  C15 1.123
20 H 3.831 -1.195 -1.860  C16 1.000
21 H 3.312 0.148 -2.853  C16 1.131
22 H 2.352 -1.170 -2.527  C16 1.071

⟨S²⟩ ... 0.75
Total charge ... +1
HOMO energy (alpha / beta) ... -0.5308 / -0.5290 Eh
2S+1 ... 2
LUMO (alpha / beta) ... -2.82 / -11.07 eV
Energy above the lowest of the compared OMol25 structures with the same formula, charge and spin ... 1.485 eV